C32H92N4O20 | ωB97M-V/def2-TZVPD

Last columns: bonded neighbours and bond lengths (Å).
Atoms and positions in Å:
1 C 5.92079 1.20086 3.34376  O2 1.395, H7 1.093, H8 1.095, H9 1.098
2 O 5.43354 0.35942 2.34318  C1 1.395, C3 1.429
3 C 4.45538 -0.56182 2.82819  O2 1.429, C4 1.524, H10 1.107, H11 1.102
4 C 3.96014 -1.46694 1.70606  C3 1.524, C5 1.525, N6 1.473, H12 1.094
5 C 3.31015 -0.65505 0.59012  C4 1.525, H13 1.100, H14 1.090, H15 1.094
6 N 2.92348 -2.41442 2.15156  C4 1.473, H16 1.019, H17 1.026
7 H 6.64800 0.68435 3.97570  C1 1.093
8 H 5.15262 1.72193 3.92555  C1 1.095
9 H 6.45474 2.00756 2.82485  C1 1.098
10 H 4.89939 -1.18108 3.63108  C3 1.107
11 H 3.59185 -0.04285 3.27591  C3 1.102
12 H 4.77592 -1.98949 1.19749  C4 1.094
13 H 2.36551 -0.18136 0.89500  C5 1.100
14 H 3.03735 -1.26219 -0.27248  C5 1.090
15 H 3.93954 0.17387 0.25419  C5 1.094
16 H 3.25099 -2.99059 2.92594  N6 1.019
17 H 2.17698 -1.83517 2.55066  N6 1.026
18 C -7.65326 -2.31785 2.64999  O19 1.408, H24 1.086, H25 1.098, H26 1.099
19 O -6.87257 -3.30984 2.02661  C18 1.408, C20 1.390
20 C -5.67712 -2.79828 1.53563  O19 1.390, C21 1.499, H27 1.104, H28 1.106
21 C -4.89601 -3.89153 0.87033  C20 1.499, C22 1.512, N23 1.482, H29 1.100
22 C -4.37331 -4.89477 1.87408  C21 1.512, H30 1.090, H31 1.089, H32 1.098
23 N -3.76083 -3.29565 0.12619  C21 1.482, H33 1.022, H34 1.017
24 H -8.53931 -2.82598 3.01863  C18 1.086
25 H -7.92122 -1.52841 1.93575  C18 1.098
26 H -7.11689 -1.85982 3.49230  C18 1.099
27 H -5.89643 -1.95798 0.85333  C20 1.104
28 H -5.05342 -2.38293 2.34891  C20 1.106
29 H -5.53283 -4.38039 0.11840  C21 1.100
30 H -5.20728 -5.33384 2.42254  C22 1.090
31 H -3.60187 -4.47015 2.51535  C22 1.089
32 H -3.87334 -5.72620 1.36029  C22 1.098
33 H -4.19833 -2.77279 -0.63515  N23 1.022
34 H -3.25435 -4.02064 -0.37518  N23 1.017
35 C -2.57186 4.06668 -1.92497  O36 1.393, H41 1.099, H42 1.094, H43 1.105
36 O -2.19736 4.13728 -3.26527  C35 1.393, C37 1.403
37 C -1.21626 3.19065 -3.59866  O36 1.403, C38 1.516, H44 1.109, H45 1.102
38 C -0.99990 3.20851 -5.09936  C37 1.516, C39 1.504, N40 1.459, H46 1.097
39 C 0.17187 2.33741 -5.45869  C38 1.504, H47 1.090, H48 1.092, H49 1.089
40 N -0.79321 4.55673 -5.61837  C38 1.459, H50 1.009, H51 1.014
41 H -3.11562 3.14578 -1.67282  C35 1.099
42 H -3.24241 4.89594 -1.67950  C35 1.094
43 H -1.72669 4.20888 -1.22728  C35 1.105
44 H -0.28471 3.53374 -3.10319  C37 1.109
45 H -1.42746 2.16416 -3.25818  C37 1.102
46 H -1.93199 2.84208 -5.54609  C38 1.097
47 H 0.05922 1.37504 -4.95977  C39 1.090
48 H 1.11544 2.79718 -5.15679  C39 1.092
49 H 0.24697 2.17854 -6.53329  C39 1.089
50 H -1.59614 5.14555 -5.45472  N40 1.009
51 H 0.03746 4.96370 -5.20388  N40 1.014
52 C 0.98196 2.34344 0.82650  O53 1.401, H58 1.100, H59 1.088, H60 1.093
53 O 0.32916 1.10496 0.78633  C52 1.401, C54 1.412
54 C -0.78678 1.06564 -0.07715  O53 1.412, C55 1.503, H61 1.095, H62 1.104
55 C -1.52262 -0.16302 0.37723  C54 1.503, C56 1.524, N57 1.474, H63 1.098
56 C -0.70016 -1.44253 0.27924  C55 1.524, H64 1.089, H65 1.098, H66 1.093
57 N -2.78462 -0.33398 -0.36462  C55 1.474, H67 1.027, H68 1.036
58 H 0.32281 3.09738 1.28103  C52 1.100
59 H 1.37163 2.65227 -0.14176  C52 1.088
60 H 1.82251 2.32135 1.52557  C52 1.093
61 H -1.45347 1.93459 -0.07845  C54 1.095
62 H -0.42541 0.94924 -1.11354  C54 1.104
63 H -1.75112 -0.03890 1.44401  C55 1.098
64 H -1.20910 -2.24446 0.81136  C56 1.089
65 H 0.30429 -1.30092 0.70014  C56 1.098
66 H -0.55326 -1.77010 -0.75297  C56 1.093
67 H -2.48695 -0.42185 -1.34407  N57 1.027
68 H -3.08473 -1.30460 -0.16418  N57 1.036
69 O 3.60173 3.78304 -0.15008  C70 1.460, H73 0.965
70 C 4.77103 3.02730 0.28927  O69 1.460, C71 1.511, H74 1.098, H75 1.090
71 C 6.04198 3.83652 0.40219  C70 1.511, O72 1.425, H76 1.100, H77 1.098
72 O 6.03108 4.58536 1.61456  C71 1.425, H78 0.960
73 H 3.38399 4.38419 0.57328  O69 0.965
74 H 4.53318 2.59114 1.26823  C70 1.098
75 H 4.92527 2.20265 -0.40729  C70 1.090
76 H 6.14580 4.51124 -0.46050  C71 1.100
77 H 6.90519 3.16171 0.32614  C71 1.098
78 H 6.92676 4.82379 1.86402  O72 0.960
79 O -5.14800 0.97699 0.92568  C80 1.439, H83 0.975
80 C -4.58290 0.54074 2.17474  O79 1.439, C81 1.528, H84 1.096, H85 1.096
81 C -3.74817 1.63630 2.83576  C80 1.528, O82 1.406, H86 1.088, H87 1.101
82 O -4.54189 2.64724 3.40524  C81 1.406, H88 0.962
83 H -4.49627 0.79065 0.22469  O79 0.975
84 H -5.46785 0.28916 2.77078  C80 1.096
85 H -3.99791 -0.36936 2.00150  C80 1.096
86 H -3.10003 2.01954 2.05038  C81 1.088
87 H -3.16972 1.11777 3.61558  C81 1.101
88 H -4.92820 2.25336 4.19392  O82 0.962
89 O 0.28548 0.09191 3.32110  C90 1.403, H93 0.989
90 C 1.01816 0.98143 4.12063  O89 1.403, C91 1.485, H94 1.107, H95 1.107
91 C 1.15270 0.46062 5.50528  C90 1.485, O92 1.432, H96 1.102, H97 1.092
92 O 1.94936 1.37775 6.26258  C91 1.432, H98 0.959
93 H 0.30200 0.42588 2.39005  O89 0.989
94 H 2.03693 1.15048 3.72140  C90 1.107
95 H 0.62621 2.01705 4.13605  C90 1.107
96 H 1.70085 -0.49321 5.43998  C91 1.102
97 H 0.18887 0.25816 5.97779  C91 1.092
98 H 1.68648 1.29997 7.18193  O92 0.959
99 O -2.02746 -2.23167 -3.61972  C100 1.418, H103 0.967
100 C -2.69220 -2.18080 -4.87113  O99 1.418, C101 1.509, H104 1.102, H105 1.093
101 C -3.21204 -0.82155 -5.27195  C100 1.509, O102 1.395, H106 1.100, H107 1.097
102 O -4.17940 -0.38949 -4.36408  C101 1.395, H108 0.962
103 H -1.30266 -1.59526 -3.68374  O99 0.967
104 H -2.01796 -2.51816 -5.67512  C100 1.102
105 H -3.51938 -2.89491 -4.89713  C100 1.093
106 H -3.64775 -0.96666 -6.27162  C101 1.100
107 H -2.38767 -0.10484 -5.36768  C101 1.097
108 H -4.30097 0.56316 -4.42458  O102 0.962
109 O 1.53936 -6.82503 -0.67887  C110 1.438, H113 0.960
110 C 0.46343 -5.96112 -1.08443  O109 1.438, C111 1.518, H114 1.083, H115 1.099
111 C 0.22194 -4.83799 -0.09289  C110 1.518, O112 1.447, H116 1.089, H117 1.098
112 O -0.40222 -5.28193 1.13419  C111 1.447, H118 0.966
113 H 1.25104 -7.38066 0.04904  O109 0.960
114 H 0.68818 -5.60298 -2.08184  C110 1.083
115 H -0.45009 -6.57282 -1.08824  C110 1.099
116 H -0.45084 -4.08820 -0.50705  C111 1.089
117 H 1.17585 -4.36293 0.16971  C111 1.098
118 H 0.05879 -6.07770 1.42883  O112 0.966
119 O -0.84629 -4.34302 3.78893  C120 1.407, H123 0.972
120 C -1.17476 -2.98533 3.61797  O119 1.407, C121 1.492, H124 1.101, H125 1.105
121 C -1.20429 -2.29695 4.94157  C120 1.492, O122 1.426, H126 1.091, H127 1.100
122 O -2.32902 -2.67475 5.73230  C121 1.426, H128 0.962
123 H -0.70502 -4.71560 2.90218  O119 0.972
124 H -0.51433 -2.46292 2.90841  C120 1.101
125 H -2.16521 -2.89371 3.13764  C120 1.105
126 H -1.20210 -1.21660 4.79297  C121 1.091
127 H -0.29189 -2.53176 5.51031  C121 1.100
128 H -2.24406 -3.60992 5.94166  O122 0.962
129 O 6.46490 4.58352 -4.97886  C130 1.417, H133 0.961
130 C 5.13788 4.16967 -4.70341  O129 1.417, C131 1.509, H134 1.099, H135 1.095
131 C 4.88253 4.36294 -3.22893  C130 1.509, O132 1.401, H136 1.094, H137 1.096
132 O 3.76272 3.59858 -2.87443  C131 1.401, H138 0.985
133 H 6.66432 4.34202 -5.88694  O129 0.961
134 H 4.44908 4.82718 -5.25188  C130 1.099
135 H 4.94464 3.13633 -5.00941  C130 1.095
136 H 4.72136 5.42982 -3.04566  C131 1.094
137 H 5.77249 4.04421 -2.67403  C131 1.096
138 H 3.52855 3.81355 -1.94255  O132 0.985
139 O 2.85592 1.00856 -3.74765  C140 1.415, H143 0.968
140 C 2.08046 0.76728 -2.58866  O139 1.415, C141 1.480, H144 1.097, H145 1.100
141 C 1.56571 -0.61714 -2.67715  C140 1.480, O142 1.405, H146 1.090, H147 1.095
142 O 0.52460 -0.70329 -3.61732  C141 1.405, H148 0.966
143 H 3.31183 1.85965 -3.67486  O139 0.968
144 H 2.66889 0.92008 -1.67556  C140 1.097
145 H 1.26027 1.50047 -2.59289  C140 1.100
146 H 1.18682 -0.89634 -1.69402  C141 1.090
147 H 2.39863 -1.30356 -2.86166  C141 1.095
148 H 0.88583 -0.35716 -4.44326  O142 0.966

Calculated values
Gap between HOMO and LUMO ... 9.45 eV
Relative energy (zero: lowest compared OMol25 entry of this formula, charge and spin) ... 3.1 kcal/mol
Total energy ... -81581.28540 eV
LUMO level ... 0.23 eV